1.
{"formula": "C4H8O7RbS", "method": "the ωB97M-V functional and the def2-TZVPD basis", "total_charge": -1, "homo_ev": -1.62, "e_above_lowest_kj_mol": 449.6, "elements": ["Rb", "S", "O", "O", "O", "O", "C", "C", "O", "C", "O", "O", "C", "H", "H", "H", "H", "H", "H", "H", "H"], "coordinates": [[0.681050, 5.108544, -0.355591], [0.218500, 11.176394, -0.502031], [1.623380, 11.261234, -0.716621], [-0.381410, 12.478954, -0.372611], [-0.353070, 10.370674, -1.578611], [0.008470, 10.380924, 0.666559], [-1.385200, -5.668516, 1.937809], [-0.895410, -5.126046, 0.561819], [-1.082270, -3.742526, 0.585449], [-0.353860, -2.842536, -0.103361], [-0.470710, -1.586346, 0.013899], [0.702950, -3.472166, -0.766071], [1.644460, -2.625116, -1.470391], [-0.457960, -6.034586, 2.378619], [-1.960900, -6.580386, 1.779139], [-1.825600, -4.976766, 2.655879], [-1.456440, -5.559606, -0.266041], [0.148970, -5.420886, 0.459589], [2.521140, -3.191926, -1.783861], [1.958040, -1.802006, -0.828321], [1.115860, -2.147316, -2.295241]], "forces_ev_per_a": [[-0.1, 0.7, 0.0], [-1.1, -1.5, -1.2], [4.3, 1.0, -0.8], [-1.1, 2.1, 0.0], [-1.3, -0.5, -2.6], [-0.8, -1.9, 4.5], [1.3, -0.9, -0.7], [-0.3, -1.2, 0.8], [0.1, 2.7, -0.8], [1.9, 2.7, 0.8], [0.0, -5.1, -0.8], [-1.1, 0.7, 0.4], [-0.8, 0.9, 0.4], [-0.1, 0.0, 0.6], [-0.4, 0.3, 0.2], [-0.2, 0.1, -0.6], [-0.1, 0.1, 0.0], [0.0, 0.4, -0.3], [-0.5, -0.3, 0.1], [0.1, -0.1, 0.2], [0.2, -0.2, -0.3]], "mulliken_charge": [0.78, 1.13, -0.69, -0.71, -0.78, -0.74, -1.02, -0.15, -0.26, 0.68, -0.59, -0.31, -0.62, 0.30, 0.28, 0.31, 0.31, 0.25, 0.23, 0.30, 0.28]}

---

2.
{"formula": "C48H40N6Sr", "method": "the ωB97M-V functional and the def2-TZVPD basis", "homo_ev": -4.29, "elements": ["Sr", "C", "C", "C", "C", "C", "C", "C", "C", "C", "C", "C", "C", "C", "C", "C", "C", "C", "C", "C", "N", "C", "C", "C", "C", "C", "C", "C", "C", "C", "C", "C", "C", "N", "C", "C", "C", "C", "C", "N", "C", "C", "C", "C", "C", "C", "C", "C", "N", "H", "H", "H", "H", "H", "H", "H", "H", "H", "H", "H", "H", "H", "H", "H", "H", "H", "H", "H", "H", "H", "H", "H", "H", "H", "H", "H", "H", "N", "C", "C", "N", "C", "C", "H", "H", "H", "H", "H", "H", "H", "H", "H", "H", "H", "H"], "coordinates": [[0.000000, 0.000000, 0.000000], [-5.432300, 1.422300, 5.485200], [-5.217500, 0.077700, 5.176100], [-4.248400, -0.279000, 4.235800], [-3.491600, 0.710100, 3.597900], [-3.708100, 2.058500, 3.920100], [-4.675900, 2.413300, 4.860000], [-2.475300, 0.348300, 2.575900], [-1.163800, 0.241000, 2.972500], [-0.701900, 0.419800, 4.341700], [0.637500, 0.423100, 4.347700], [1.110000, 0.254100, 2.978200], [2.419800, 0.384200, 2.584300], [3.431400, 0.742300, 3.612200], [4.231400, -0.245400, 4.197200], [5.198500, 0.104500, 5.142100], [5.368700, 1.441000, 5.508300], [4.569600, 2.430300, 4.935700], [3.603600, 2.082300, 3.991400], [2.904200, 0.370700, 1.111500], [2.302200, 0.001000, 0.020300], [3.003000, 0.403400, -1.080400], [2.543300, 0.544200, -2.360600], [3.563700, 1.006700, -3.349200], [4.314000, 0.068200, -4.070900], [5.255100, 0.494500, -5.008900], [5.451400, 1.857900, -5.230500], [4.707100, 2.797700, -4.516700], [3.763000, 2.375100, -3.579900], [1.069100, 0.362700, -2.882400], [0.662000, 0.619400, -4.189800], [-0.737000, 0.592000, -4.193100], [-1.139400, 0.312800, -2.889500], [-0.029100, 0.000100, -2.222500], [-2.626200, 0.409500, -2.376500], [-3.071100, 0.292900, -1.089500], [-4.392100, 0.580100, -0.556100], [-4.371300, 0.631000, 0.783400], [-2.965900, 0.295000, 1.106600], [-2.328000, 0.001000, 0.014300], [-3.676400, 0.761100, -3.377900], [-3.995600, 2.101900, -3.634600], [-4.967200, 2.422100, -4.583700], [-5.619900, 1.407000, -5.283800], [-5.304200, 0.070800, -5.036300], [-4.335000, -0.253200, -4.085800], [4.294600, 0.804300, -0.548300], [4.269300, 0.846400, 0.791000], [-0.023100, 0.000100, 2.275000], [-6.181400, 1.697100, 6.222100], [-5.796500, -0.695800, 5.671300], [-4.068600, -1.325700, 4.001100], [-3.103100, 2.824900, 3.438800], [-4.828300, 3.459600, 5.106500], [-1.324500, 0.548000, 5.209000], [1.253900, 0.555200, 5.218900], [4.087300, -1.286700, 3.917700], [5.811200, -0.668600, 5.595800], [6.116800, 1.710100, 6.248300], [4.687800, 3.469700, 5.226500], [2.966100, 2.846700, 3.550300], [4.162400, -0.996000, -3.899700], [5.833800, -0.238300, -5.564500], [6.186100, 2.188300, -5.959700], [4.860700, 3.859700, -4.687100], [3.183300, 3.109500, -3.023500], [1.294400, 0.876400, -5.028600], [-1.375800, 0.822200, -5.034700], [-5.262000, 0.782100, -1.158300], [-5.167100, 0.847000, 1.467400], [-3.487300, 2.895000, -3.089200], [-5.213800, 3.462900, -4.774300], [-6.376300, 1.657500, -6.022700], [-5.811500, -0.720500, -5.581300], [-4.090200, -1.296400, -3.894500], [5.139600, 1.098200, -1.147700], [5.041500, 1.136000, 1.474800], [-1.252100, 4.983500, 1.215300], [-1.595700, 4.592800, -0.195500], [-1.348700, 3.085200, -0.390700], [0.000000, 2.647500, 0.000000], [0.350300, 3.085200, 1.359800], [0.147800, 4.592800, 1.600900], [-1.911900, 4.521800, 1.855700], [-1.381000, 5.995300, 1.340400], [-0.966000, 5.196500, -0.857400], [-2.647000, 4.851300, -0.350900], [-1.516200, 2.823400, -1.441100], [-2.084200, 2.518000, 0.193000], [0.706100, 3.006800, -0.685400], [1.395200, 2.823400, 1.558500], [-0.255100, 2.518000, 2.077500], [0.828200, 5.196500, 0.991200], [0.271700, 4.851300, 2.656300], [0.000000, -2.391900, 0.000000]], "forces_ev_per_a": [[-0.1, -2.3, 0.6], [0.1, -0.1, -0.1], [0.2, 0.2, -0.1], [-0.1, 0.4, 0.2], [-0.2, 0.1, -0.1], [-0.4, -0.5, 0.3], [0.1, -0.2, -0.1], [-0.1, -0.1, -3.0], [1.4, -0.5, 0.7], [-0.1, 0.4, 1.2], [0.1, 0.4, 1.1], [-1.2, -0.6, 0.8], [0.0, -0.2, -2.9], [0.3, 0.1, 0.0], [0.1, 0.3, 0.1], [-0.2, 0.2, -0.1], [-0.1, -0.1, -0.1], [-0.1, -0.2, -0.1], [0.3, -0.4, 0.2], [1.0, 0.0, 3.0], [-0.8, 0.3, 0.8], [0.9, -0.3, 0.4], [-2.4, -0.8, -0.5], [-0.2, 0.1, -0.5], [0.0, 0.3, 0.0], [-0.2, 0.2, 0.2], [-0.1, 0.0, 0.1], [-0.1, -0.3, 0.1], [0.2, -0.3, -0.2], [2.5, -0.4, -0.1], [-0.3, 0.9, -1.5], [0.3, 0.9, -1.5], [-2.6, -0.6, -0.1], [-0.1, 0.8, 1.4], [2.6, -0.6, -0.6], [-0.9, -0.4, 0.6], [-1.5, 0.8, -1.3], [1.3, -0.3, -0.1], [-1.0, -0.1, 3.1], [1.1, 0.4, 0.7], [0.2, 0.1, -0.5], [-0.2, -0.4, -0.2], [0.1, -0.2, 0.1], [0.1, 0.0, 0.1], [0.1, 0.2, 0.2], [0.0, 0.3, -0.1], [1.5, 1.0, -1.1], [-1.2, -0.4, -0.2], [-0.2, 0.7, -0.7], [0.1, 0.0, -0.1], [0.0, 0.1, 0.0], [0.0, 0.2, 0.0], [0.0, -0.1, 0.0], [0.0, -0.1, 0.0], [-0.1, 0.0, 0.2], [0.1, 0.0, 0.1], [0.0, 0.2, 0.0], [-0.1, 0.1, 0.0], [-0.1, 0.0, -0.1], [0.0, -0.1, 0.0], [0.1, -0.1, 0.0], [0.0, 0.2, 0.0], [-0.1, 0.1, 0.1], [-0.1, 0.0, 0.1], [0.0, -0.1, 0.0], [0.1, -0.2, -0.1], [0.0, 0.0, 0.0], [0.0, 0.0, 0.0], [-0.1, 0.0, -0.2], [-0.2, 0.0, 0.1], [0.0, -0.2, -0.1], [0.0, -0.1, 0.0], [0.1, 0.0, 0.1], [0.1, 0.1, 0.1], [0.0, 0.2, 0.0], [0.1, 0.0, -0.2], [0.2, 0.1, 0.1], [-0.2, 0.1, 0.2], [0.0, -0.4, -0.3], [0.2, 0.2, 0.1], [0.5, 1.7, -0.4], [-0.1, 0.2, -0.2], [0.3, -0.4, 0.0], [0.1, 0.0, -0.1], [0.0, -0.3, 0.0], [-0.1, -0.1, 0.2], [0.2, 0.0, 0.0], [0.0, 0.1, 0.1], [0.1, 0.0, 0.0], [-0.8, -0.6, 0.7], [-0.1, 0.1, 0.0], [0.0, 0.0, -0.1], [-0.2, -0.1, 0.1], [0.1, 0.0, -0.2], [0.0, 0.1, 0.0]], "mulliken_charge": [2.09, -0.46, -0.72, -0.19, -0.60, 0.32, -0.66, 0.15, 0.32, -1.02, -1.01, 0.17, 1.03, -0.75, -0.16, -0.70, -0.44, -0.80, 0.37, 0.91, -1.02, 0.22, 0.88, -0.67, 0.02, -0.72, -0.40, -0.75, 0.20, 0.43, -0.97, -0.76, 0.45, -0.84, 0.99, 0.01, -1.13, -0.87, 0.60, -0.83, -0.76, 0.30, -0.76, -0.44, -0.70, -0.06, -0.98, -0.98, -0.82, 0.36, 0.40, 0.48, 0.19, 0.37, 0.53, 0.55, 0.47, 0.39, 0.36, 0.39, 0.27, 0.47, 0.38, 0.36, 0.37, 0.34, 0.50, 0.52, 0.55, 0.59, 0.28, 0.39, 0.36, 0.39, 0.49, 0.49, 0.53, 0.10, -1.14, -0.14, 0.40, -0.01, -1.13, 0.22, 0.40, 0.34, 0.49, 0.61, -0.39, 0.32, 0.48, -0.37, 0.36, 0.47, -0.27]}

---

3.
{"formula": "C6H10N2", "method": "the ωB97M-V functional and the def2-TZVPD basis", "homo_ev": -9.45, "e_above_lowest_kj_mol": 179.9, "elements": ["C", "C", "C", "C", "C", "C", "N", "N", "H", "H", "H", "H", "H", "H", "H", "H", "H", "H"], "coordinates": [[2.008998, -0.238049, 0.053654], [0.088387, 1.629634, 0.467834], [-0.265875, 0.136654, 0.334782], [-1.729768, -0.301815, 0.348421], [0.356842, -2.128846, -0.082858], [0.656048, -0.750344, 0.207794], [3.053402, 0.229423, -0.100785], [0.233153, 2.259474, -0.873653], [1.024563, 1.822616, 0.939996], [-0.609648, 2.269336, 0.898592], [-2.393171, 0.221093, 1.098949], [-2.327109, 0.048751, -0.664598], [-1.849261, -1.337207, 0.450648], [0.105787, -2.787462, 0.797230], [-0.454238, -2.147730, -0.778555], [1.232013, -2.674897, -0.472442], [-0.281993, 1.595301, -1.452748], [1.151872, 2.154070, -1.172259]], "forces_ev_per_a": [[0.4, -0.2, 0.2], [0.6, -0.4, -1.8], [-3.3, 3.3, 1.6], [-1.8, 3.4, -1.8], [0.9, -3.3, 0.6], [3.0, -0.1, -0.4], [-0.5, -0.3, 0.1], [-2.2, -0.9, 0.1], [0.6, -0.4, 0.8], [-1.7, 0.3, 1.5], [1.2, -0.5, -0.4], [1.7, -1.0, 2.1], [-0.2, -1.3, 0.1], [-0.1, 1.0, -0.5], [-0.4, -0.5, -0.5], [-0.4, 0.4, -0.3], [0.0, 0.7, -0.6], [2.1, -0.2, -0.6]], "mulliken_charge": [-0.04, -1.09, 0.68, -1.47, -1.65, 1.13, -0.51, -0.62, 0.51, 0.39, 0.37, 0.23, 0.37, 0.31, 0.43, 0.37, 0.24, 0.34]}

---

4.
{"formula": "C8H5FIN2O9PS", "method": "the ωB97M-V functional and the def2-TZVPD basis", "homo_ev": -10.45, "e_above_lowest_kj_mol": 326.9, "elements": ["O", "C", "I", "C", "C", "N", "C", "S", "O", "C", "O", "O", "C", "C", "O", "N", "C", "O", "F", "P", "O", "O", "O", "H", "H", "H", "H", "H"], "coordinates": [[2.319890, -2.373442, -0.154214], [2.540626, -1.144785, -0.405227], [3.208773, -0.673234, -2.415744], [2.334376, -0.103247, 0.798345], [0.982415, 0.762965, 0.729358], [0.734310, 1.060151, 2.206635], [1.645119, 1.848408, 2.685672], [2.634776, 3.136887, 3.090419], [0.983422, 2.082585, 0.133996], [-0.445054, 2.402600, 0.122408], [-0.823275, 3.541708, -0.215077], [-1.259982, 1.251558, 0.493989], [-0.364290, 0.126592, 0.144508], [-1.047197, -1.123686, 0.882673], [-0.307726, -2.062930, 1.304292], [-2.510157, -1.306367, 1.080994], [-3.101302, -1.993354, -0.072875], [-2.676676, -3.092201, -0.511687], [-4.195267, -1.345290, -0.734301], [-0.639971, -0.010834, -1.731679], [-2.132109, 0.354150, -1.974621], [0.277571, 1.062873, -2.671294], [-0.492725, -1.642018, -2.281751], [2.447363, -0.658021, 1.808558], [3.226396, 0.638349, 0.770011], [-2.990844, -0.421653, 1.308545], [-0.171961, 1.931724, -2.791471], [-0.092404, -2.177923, -1.551430]], "forces_ev_per_a": [[1.0, 5.6, -1.3], [-1.2, -5.0, 2.3], [-0.2, 0.2, 1.0], [1.3, 0.8, -1.3], [0.5, -1.1, 1.8], [4.2, 2.6, 1.5], [-1.7, 0.9, -1.2], [-2.6, -3.8, -0.8], [-3.0, -1.7, -0.2], [-0.7, 3.8, -1.1], [1.4, -5.6, 1.8], [2.9, 2.2, -1.8], [-1.1, 0.6, 1.8], [2.9, -4.5, 2.0], [-2.8, 4.4, -2.1], [0.0, 1.1, -2.5], [1.0, -3.5, -2.4], [-2.1, 5.5, 2.1], [2.6, -1.3, 2.4], [-5.2, 0.1, -4.6], [4.4, -0.9, 1.3], [-0.6, -1.9, 1.9], [1.3, 3.3, 2.3], [-0.8, 0.7, -2.0], [-1.6, -1.0, -0.1], [0.2, -0.4, -0.5], [-0.1, -0.9, 0.3], [-0.2, 0.1, -0.8]], "mulliken_charge": [-0.46, -0.23, 0.14, -0.45, 1.43, -0.76, 0.38, -0.16, -0.33, 0.14, -0.51, -0.43, 1.10, -0.66, -0.36, -0.18, 0.60, -0.45, -0.21, 1.03, -0.67, -0.48, -0.53, 0.38, 0.59, 0.34, 0.36, 0.39]}

---

Number 1: energy -30097.60376 eV. Number 2: energy -60195.36148 eV. Number 3: energy -9362.57242 eV. Number 4: energy -60723.59760 eV.